An isolated molecule of C4H9NO2. Source: OMol25; level of theory: ωB97M-V/def2-TZVPD.

Cartesian coordinates (Å):
1 C 0.19350 -0.44282 1.45016
2 C 0.42797 0.46179 0.24432
3 C 0.53336 1.92321 0.66089
4 O -0.66952 0.33520 -0.67479
5 N -0.32606 -0.64159 -1.63380
6 C -1.03927 -1.79994 -1.62309
7 O -0.95234 -2.65810 -2.49385
8 H -0.35198 -1.35209 1.18179
9 H -0.39056 0.06493 2.22504
10 H 1.15060 -0.73499 1.89387
11 H 1.36577 0.17695 -0.25093
12 H 1.27503 2.05824 1.45417
13 H -0.43225 2.30737 1.00814
14 H 0.82644 2.54047 -0.19524
15 H 0.07288 -0.32398 -2.50942
16 H -1.68358 -1.91464 -0.73727

Atomic forces in eV per Å
0.0842 -0.1468 0.2343
0.3236 0.2394 0.9432
-0.1692 0.2413 -0.4155
0.6312 -0.3533 -1.2525
-0.5975 -0.0370 0.6066
0.0011 -1.0740 -0.8911
-0.0415 1.0516 0.8355
0.2105 0.0769 -0.0719
0.0191 -0.0056 -0.1613
-0.1406 0.0207 -0.0040
-0.3660 -0.0372 -0.1109
-0.1240 -0.1231 -0.1002
0.1203 -0.1888 0.0745
0.0190 -0.0782 0.1299
-0.0750 0.2631 0.1916
0.1048 0.1511 -0.0083

Properties
Relative energy (zero: lowest compared OMol25 entry of this formula, charge and spin)   61.7 kcal/mol
Max |F|   1.45 eV/Å
Total energy   -362.98728 hartree
LUMO   0.0348 Ha